No. 1
Formula: C23H68IN10O11
Source: the OMol25 dataset
Level of theory: ωB97M-V/def2-TZVPD

Structure (XYZ):
```
113
Properties=species:S:1:pos:R:3:mulliken_charge:R:1
I -0.34 0.16 0.28 -0.6347
C 2.65 -2.62 -3.21 -1.0275
C 2.85 -2.21 -4.65 0.5218
C 3.65 -3.12 -5.60 -1.3793
O 1.61 -1.85 -5.23 -0.6594
H 2.06 -3.51 -2.99 0.3759
H 2.10 -1.82 -2.72 0.1952
H 3.62 -2.57 -2.72 0.2602
H 3.34 -1.23 -4.70 0.2309
H 4.61 -3.45 -5.19 0.3647
H 4.02 -2.64 -6.51 0.3844
H 3.01 -3.89 -6.03 0.3187
H 1.77 -1.27 -5.98 0.3159
C 4.38 4.02 -0.14 -1.7310
C 3.16 3.25 0.07 1.5283
C 1.99 4.19 0.04 -1.0605
O 3.03 2.34 -1.03 -0.5935
H 4.43 4.80 0.62 0.3728
H 4.55 4.48 -1.11 0.3337
H 5.27 3.41 0.00 0.3949
H 3.08 2.61 0.95 -0.0532
H 1.09 3.63 0.30 -0.2680
H 1.86 4.55 -0.98 0.4099
H 2.04 5.11 0.61 0.5224
H 2.31 1.74 -0.80 0.1399
C -4.73 -0.33 4.13 -1.2184
C -4.42 -1.78 3.75 0.5706
C -2.90 -1.99 3.67 -0.9370
O -4.89 -2.59 4.83 -0.6045
H -5.78 -0.34 4.40 0.3618
H -4.79 0.37 3.29 0.2544
H -4.08 0.09 4.90 0.2652
H -4.92 -2.00 2.81 0.2501
H -2.45 -1.27 2.99 0.1596
H -2.91 -2.87 3.02 0.2025
H -2.37 -2.24 4.59 0.3737
H -5.09 -3.47 4.50 0.3353
C 3.92 -1.66 5.79 -1.3453
C 2.63 -1.87 5.06 0.4803
C 2.81 -1.85 3.51 -1.0561
O 2.30 -3.17 5.39 -0.5884
H 3.67 -1.43 6.82 0.4103
H 4.22 -0.63 5.56 0.3116
H 4.85 -2.20 5.59 0.3723
H 1.90 -1.07 5.17 0.1298
H 1.87 -1.72 2.99 0.2080
H 3.30 -2.74 3.12 0.5142
H 3.39 -0.95 3.28 0.1552
H 3.02 -3.71 5.05 0.3682
C -4.51 -0.55 0.18 -1.1211
C -5.05 -0.27 -1.31 0.4102
C -4.24 0.84 -2.08 -0.9357
O -4.99 -1.50 -2.04 -0.5752
H -4.45 0.39 0.71 0.2408
H -3.56 -1.07 0.30 0.2925
H -5.33 -1.13 0.62 0.4234
H -6.10 0.03 -1.21 0.2308
H -3.18 0.59 -2.04 -0.0014
H -4.09 1.72 -1.45 0.2296
H -4.64 1.13 -3.05 0.5128
H -4.60 -2.12 -1.42 0.3065
C -0.89 0.29 -6.91 -1.8105
C -0.99 0.74 -5.52 0.5588
C -1.98 -0.11 -4.83 -1.0135
O 0.28 0.67 -4.77 -0.5897
H -0.32 0.98 -7.54 0.4019
H -1.87 0.22 -7.37 0.4311
H -0.38 -0.67 -7.02 0.3143
H -1.36 1.76 -5.41 0.6567
H -2.87 0.47 -4.59 0.1490
H -1.65 -0.70 -3.97 0.2219
H -2.41 -0.91 -5.43 0.5067
H 0.57 -0.25 -4.80 0.2096
C -1.45 -4.10 0.13 0.6360
O -2.16 -5.00 0.40 -0.6875
N -0.30 -3.81 0.71 -0.1786
N -1.64 -3.30 -0.99 -0.2000
H -0.16 -4.19 1.64 0.2012
H 0.10 -2.95 0.36 0.0035
H -1.00 -2.51 -1.01 0.0203
H -2.42 -3.35 -1.63 0.1389
C -2.50 3.65 2.22 0.6526
O -2.85 4.69 2.67 -0.7306
N -1.70 2.86 2.88 0.0039
N -3.00 3.12 1.12 0.0142
H -1.30 3.01 3.80 0.1267
H -1.65 1.94 2.48 -0.1416
H -2.65 2.22 0.82 -0.2253
H -3.74 3.61 0.64 0.1623
C 2.15 1.93 4.09 0.6547
O 3.06 2.11 3.31 -0.6664
N 0.98 1.46 3.88 0.1205
N 2.11 2.30 5.37 -0.5624
H 0.73 1.44 2.90 -0.1947
H 0.42 1.16 4.66 0.2054
H 2.95 2.79 5.64 0.2573
H 1.27 2.50 5.91 0.1530
C 4.02 -1.91 -0.05 0.3959
O 4.70 -2.86 0.06 -0.7104
N 2.74 -2.06 0.24 0.4839
N 4.35 -0.64 -0.25 -0.1932
H 2.16 -1.26 0.03 -0.4829
H 2.49 -2.96 0.64 0.0860
H 3.72 0.15 -0.23 0.1872
H 5.33 -0.47 -0.46 0.2086
C -1.19 3.67 -2.61 0.7182
O -1.68 4.49 -3.36 -0.7967
N -0.64 2.56 -2.92 0.3309
N -1.01 3.95 -1.37 0.0472
H -0.50 2.30 -3.89 -0.1859
H -0.40 1.88 -2.22 -0.1689
H -1.10 4.94 -1.18 0.2889
H -0.26 3.42 -0.94 -0.2580
```

Summary:
- total charge = -1

No. 2
Formula: C48H26BiBr2F15GeN7OS2
Source: the OMol25 dataset
Level of theory: ωB97M-V/def2-TZVPD

Structure (XYZ):
```
103
Properties=species:S:1:pos:R:3:mulliken_charge:R:1
Bi -0.97 0.49 0.69 1.6541
N -3.63 3.98 2.20 -0.4292
C -3.03 2.93 1.58 0.5728
S -1.88 2.04 2.57 -0.6453
N -3.39 2.64 0.39 -1.2413
N -2.75 1.64 -0.29 1.2349
C -3.27 1.33 -1.42 -0.9242
C -2.71 0.49 -2.44 0.4368
C -3.60 0.02 -3.43 -0.7392
C -3.17 -0.71 -4.51 -0.9346
C -1.80 -0.95 -4.65 -0.4701
C -0.91 -0.48 -3.72 -0.5003
C -1.32 0.25 -2.58 0.1741
O -0.44 0.69 -1.71 0.7481
H -3.17 4.34 3.02 0.2459
H -4.12 4.64 1.61 0.2403
H -4.22 1.81 -1.65 0.4059
H -4.65 0.24 -3.31 0.4591
H -3.87 -1.08 -5.24 0.3864
H -1.44 -1.52 -5.49 0.4473
H 0.15 -0.67 -3.83 0.3548
Br -7.37 -2.74 1.28 -0.2264
C -5.59 -2.06 1.24 -0.1307
C -5.31 -0.87 1.93 -1.3377
C -4.01 -0.45 1.87 -0.1687
N -3.01 -1.05 1.21 0.8124
C -3.28 -2.25 0.54 0.7846
C -4.63 -2.74 0.57 -1.3210
C -2.32 -3.02 -0.12 0.6851
C -2.65 -4.03 -1.07 -0.8752
C -1.72 -4.48 -1.95 -0.6875
Br -2.18 -5.75 -3.29 -0.2537
C -0.40 -3.91 -1.97 -0.4294
C -0.04 -3.08 -0.99 -0.8395
N -0.91 -2.82 0.11 1.2961
H -6.07 -0.33 2.47 0.4744
H -3.74 0.46 2.40 0.3353
H -4.87 -3.67 0.09 0.4348
H -3.66 -4.40 -1.15 0.3904
H 0.26 -4.12 -2.80 0.4562
H 0.93 -2.62 -0.93 0.5756
N 0.18 1.13 8.29 -0.5156
C 0.15 0.79 7.20 -0.2475
C 0.10 0.38 5.83 0.6917
C 1.07 0.81 4.93 -0.7284
C 0.94 0.44 3.60 -0.4165
N -0.06 -0.32 3.15 0.6285
C -0.96 -0.76 4.03 -0.4543
C -0.93 -0.44 5.37 -0.9988
H 1.89 1.44 5.26 0.5215
H 1.65 0.78 2.85 0.2721
H -1.74 -1.39 3.61 0.4895
H -1.68 -0.81 6.05 0.5584
C 0.73 -5.94 3.22 -1.8099
C 0.94 -4.42 3.31 2.1028
C 2.42 -4.10 3.09 -1.6491
C 0.50 -3.93 4.70 -1.5785
C 0.18 -3.77 2.23 -1.0327
C -0.38 -3.32 1.27 -0.1448
H 1.38 -6.46 3.92 0.4072
H 0.96 -6.29 2.21 0.3885
H -0.31 -6.20 3.44 0.4000
H 3.03 -4.60 3.85 0.4119
H 2.60 -3.02 3.16 0.2924
H 2.74 -4.43 2.11 0.3990
H 1.02 -4.51 5.47 0.4766
H -0.58 -4.06 4.83 0.3597
H 0.74 -2.88 4.84 0.1298
F 3.17 0.16 0.26 -0.4674
C 3.34 -0.09 -1.05 -0.0654
C 2.75 0.75 -1.98 -0.0454
C 2.96 0.45 -3.31 0.3432
F 2.41 1.20 -4.27 -0.4129
C 3.75 -0.62 -3.71 0.3549
F 3.94 -0.87 -5.01 -0.3368
C 4.33 -1.43 -2.76 0.6337
F 5.09 -2.46 -3.13 -0.3345
C 4.12 -1.17 -1.41 0.3922
F 4.69 -1.96 -0.49 -0.3567
Ge 1.75 2.35 -1.30 1.2057
S 0.77 2.53 0.61 -0.8484
C 1.04 3.38 -2.87 0.1239
C -0.31 3.66 -3.02 -0.7096
F -1.18 3.29 -2.08 -0.1528
C -0.81 4.35 -4.12 0.0421
F -2.12 4.58 -4.24 -0.3350
C 0.07 4.82 -5.08 0.5871
F -0.39 5.48 -6.14 -0.3233
C 1.43 4.61 -4.93 0.3912
F 2.28 5.10 -5.84 -0.3232
C 1.89 3.90 -3.84 0.5910
F 3.21 3.72 -3.74 -0.4150
C 3.37 3.58 -0.91 -1.1853
C 4.70 3.25 -0.75 0.4943
F 5.14 1.99 -0.94 -0.2574
C 5.68 4.17 -0.40 0.0179
F 6.95 3.79 -0.25 -0.3097
C 5.33 5.50 -0.22 0.6988
F 6.25 6.40 0.12 -0.3222
C 4.01 5.88 -0.40 0.0136
F 3.66 7.16 -0.26 -0.3104
C 3.07 4.92 -0.72 0.5162
F 1.80 5.33 -0.89 -0.2987
```

Summary:
- ΔE to the lowest compared entry with this formula, charge and spin (kcal/mol) = 38.1
- total charge = -1

In eV, the LUMO level values for the records above are, in order, 2.04 1.17.
In eV, the HOMO energy values for the records above are, in order, -6.437 -3.793.